18
Properties=species:S:1:pos:R:3:mulliken_charge:R:1 method="wB97M-V/def2-TZVPD" multiplicity=1 lumo_ha=0.02338 relative_energy_kj_mol=239.78 homo_energy_ev=-8.379 e_tot_ev=-19160.42061 max_force_ev_per_a=5.9 homo_lumo_gap_ev=9.02 total_charge=0
C -1.587 1.412 0.545 -1.507
C -1.439 0.351 -0.555 0.261
S -2.730 -1.023 -0.513 -0.245
C 0.001 -0.086 -0.476 0.200
N 0.979 0.697 -0.922 -0.534
C 2.149 0.196 -0.471 -0.488
C 1.917 -1.212 0.110 -0.345
N 0.545 -1.010 0.444 -0.217
H -1.697 0.968 1.591 0.328
H -0.846 2.219 0.524 0.390
H -2.506 1.893 0.461 0.454
H -1.457 0.970 -1.486 0.270
H -3.233 -0.891 0.856 0.167
H 2.920 0.174 -1.254 0.327
H 2.599 0.850 0.267 0.261
H 2.088 -1.918 -0.794 0.195
H 2.406 -1.885 1.102 0.251
H -0.108 -1.705 0.573 0.233